119
Properties=species:S:1:pos:R:3:forces:R:3 method="wB97M-V/def2-TZVPD" charge=0 multiplicity=2 homo_energy_ev="-7.27 / -7.30" largest_force_ha_per_bohr=0.0410 gap_ev="7.764 / 7.894" total_energy_ha=-6214.36025
Cr -1.30477 0.45543 -0.20794 -0.9 1.8 0.6
O -0.53694 1.40866 1.21194 0.2 -1.0 -0.9
C -1.00471 2.08993 2.32776 -0.3 0.1 0.3
C -2.55424 2.17108 2.29438 0.3 0.0 -0.1
C -3.17333 0.81056 2.23973 -0.1 0.0 0.0
C -3.81963 0.27602 3.34468 -0.1 0.0 0.0
C -4.46287 -0.94275 3.23144 0.0 0.0 -0.1
C -4.47833 -1.57295 2.00041 -0.1 0.0 0.0
C -3.78857 -1.00533 0.94097 -0.1 0.1 -0.1
C -3.75771 -1.65246 -0.41158 0.3 0.0 0.0
C -2.35547 -2.27192 -0.67083 -0.4 0.0 -0.1
O -1.44998 -1.21725 -0.82561 0.2 -0.2 0.2
C -2.02083 -3.15326 0.53124 0.1 0.0 -0.1
C -0.99414 -2.81514 1.40009 0.0 0.0 -0.1
C -0.75424 -3.57526 2.53779 0.0 0.0 0.0
C -1.54156 -4.67885 2.82318 0.0 0.0 0.0
C -2.57028 -5.02499 1.95601 0.0 0.0 0.0
C -2.80617 -4.26816 0.82033 0.0 0.0 0.0
C -2.33270 -3.03525 -1.99969 0.0 0.0 0.0
C -1.76297 -4.29606 -2.13683 0.0 0.1 0.0
C -1.67562 -4.90238 -3.38382 0.0 0.0 -0.1
C -2.14253 -4.25131 -4.51411 0.0 0.0 0.0
C -2.69825 -2.98481 -4.39014 0.0 0.0 0.0
C -2.78996 -2.38419 -3.14478 -0.1 0.0 0.0
N -3.10455 0.14216 1.07576 0.4 -0.2 0.2
C -0.38768 3.49694 2.32115 0.1 -0.1 -0.1
C -0.97595 4.54692 1.62263 0.0 0.0 0.0
C -0.39365 5.80768 1.61425 0.0 0.0 0.0
C 0.79289 6.03894 2.29314 0.0 0.0 0.0
C 1.41142 4.98761 2.95414 0.0 0.0 0.0
C 0.82894 3.72938 2.96020 0.0 0.0 0.0
C -0.64696 1.34816 3.62320 0.0 0.0 -0.1
C -0.89999 1.93567 4.86250 0.0 0.0 0.0
C -0.64879 1.24560 6.03638 0.0 0.0 0.0
C -0.13996 -0.04704 5.99082 0.0 0.0 0.0
C 0.11690 -0.63571 4.76361 0.0 0.0 0.1
C -0.13736 0.05932 3.58630 0.0 0.0 0.0
H -2.84912 2.71474 1.39914 -0.1 0.0 0.0
H -2.91551 2.70914 3.16968 0.0 0.0 0.0
H -3.81831 0.82390 4.27722 0.0 0.0 0.0
H -4.96605 -1.38526 4.08131 0.0 0.0 0.0
H -5.00870 -2.50401 1.85707 0.0 0.0 0.0
H -3.90873 -0.88125 -1.16819 -0.1 0.0 0.0
H -4.54262 -2.40244 -0.50217 0.0 0.0 0.1
H -0.37295 -1.95900 1.17248 0.1 0.0 0.0
H 0.05472 -3.30000 3.20362 0.0 0.0 0.0
H -1.35614 -5.26622 3.71337 0.0 0.0 0.0
H -3.19089 -5.88668 2.16832 0.0 0.0 0.0
H -3.60915 -4.54421 0.14537 0.0 0.0 0.0
H -1.36856 -4.80844 -1.26987 0.0 0.0 0.0
H -1.23570 -5.88802 -3.47138 0.0 0.0 0.0
H -2.07224 -4.72251 -5.48625 0.0 0.0 0.0
H -3.04818 -2.45593 -5.26806 0.0 0.0 0.0
H -3.20710 -1.38733 -3.07002 0.0 0.0 0.0
H -1.88937 4.39174 1.06478 0.0 0.0 0.0
H -0.87465 6.61451 1.07488 0.0 0.0 0.0
H 1.23968 7.02542 2.29599 0.0 0.0 0.0
H 2.34904 5.14600 3.47282 0.0 0.0 0.0
H 1.32555 2.91686 3.47573 0.0 0.0 0.0
H -1.28059 2.94998 4.90606 0.0 0.0 0.0
H -0.84601 1.71642 6.99145 0.0 0.0 0.0
H 0.05721 -0.58825 6.90751 0.0 0.0 0.0
H 0.51468 -1.64245 4.72354 0.0 0.0 0.0
H 0.05453 -0.39357 2.62249 0.0 0.0 0.1
S -2.46873 2.28746 -1.16330 0.0 -1.0 0.2
C -1.74555 2.68929 -2.72042 0.3 0.0 -0.1
C -2.42209 3.60496 -3.53289 0.0 0.0 0.1
C -1.89339 4.00043 -4.74753 0.0 0.0 0.0
C -0.68211 3.47809 -5.18386 0.0 0.0 0.0
C -0.01237 2.56176 -4.39091 0.0 -0.1 0.1
C -0.52309 2.16379 -3.15819 -0.1 0.0 0.0
As 0.41993 0.92451 -1.96379 0.5 0.8 -0.4
C 1.33284 -0.09459 -3.35961 -0.2 -0.1 0.2
C 0.61126 -1.14827 -3.91641 -0.1 0.1 0.0
C 1.13431 -1.88481 -4.96669 0.0 0.0 0.0
C 2.38675 -1.56945 -5.47777 0.0 0.0 0.0
C 3.10664 -0.51731 -4.93048 0.0 -0.1 0.0
C 2.58681 0.21592 -3.87135 -0.1 0.1 0.1
C 1.79984 2.13874 -1.32092 0.0 0.1 0.1
C 3.08703 1.71241 -1.00373 0.0 -0.1 -0.1
C 4.00997 2.59478 -0.46236 0.0 0.1 0.0
C 3.65014 3.91360 -0.22123 0.0 0.0 0.0
C 2.36446 4.34117 -0.51875 0.1 0.0 0.0
C 1.44279 3.45816 -1.06053 -0.1 0.0 0.0
H -3.37041 3.99888 -3.18871 0.0 0.0 0.0
H -2.42681 4.71872 -5.35777 0.0 0.0 0.0
H -0.26084 3.77971 -6.13412 0.0 0.0 0.0
H 0.92835 2.15209 -4.73674 0.0 0.0 0.0
H -0.36334 -1.40080 -3.51173 0.0 0.0 0.0
H 0.56625 -2.70855 -5.38080 0.0 0.0 0.0
H 2.79593 -2.13850 -6.30264 0.0 0.0 0.0
H 4.07798 -0.25913 -5.33366 0.0 0.0 0.0
H 3.15796 1.03900 -3.46311 0.0 0.0 0.0
H 3.36603 0.68068 -1.17893 0.0 0.1 0.0
H 5.00839 2.25225 -0.21763 0.0 0.0 0.0
H 4.37159 4.60511 0.19598 0.0 0.0 0.0
H 2.07186 5.36260 -0.31973 0.0 0.0 0.0
H 0.43732 3.80161 -1.27642 0.0 0.0 0.0
C 1.97570 -2.79805 -1.24337 0.1 0.0 -0.1
N 3.02017 -2.33512 -0.34230 0.0 0.1 0.1
C 4.28652 -2.14107 -1.04168 0.0 -0.1 0.0
C 2.65859 -1.31111 0.54143 0.1 0.1 -0.1
N 1.58920 -0.63155 0.34887 -0.1 -0.2 0.0
N 3.56452 -1.08462 1.55514 0.2 0.1 0.0
C 3.34898 0.03113 2.45335 0.0 0.0 0.0
C 4.43415 -2.12425 2.07357 -0.1 0.0 0.0
H 2.28577 -3.75843 -1.66095 0.0 0.0 0.0
H 1.79406 -2.09671 -2.06531 0.1 -0.2 0.2
H 1.04690 -2.93174 -0.70280 -0.1 0.0 0.1
H 4.12797 -1.61263 -1.99131 0.0 0.0 0.0
H 4.74379 -3.10794 -1.26319 0.0 0.0 0.0
H 4.97650 -1.55729 -0.43558 0.0 0.0 0.0
H 1.42596 0.06951 1.06603 -0.1 -0.1 0.0
H 3.02292 0.91010 1.89833 0.0 0.0 0.0
H 4.29325 0.27467 2.94131 0.0 0.0 0.0
H 2.60666 -0.19453 3.22976 0.0 0.0 0.0
H 4.38880 -3.00148 1.43792 0.0 0.0 0.0
H 4.12302 -2.41238 3.08410 0.0 0.0 0.0
H 5.46663 -1.76893 2.12785 0.0 0.0 0.0


128
Properties=species:S:1:pos:R:3:forces:R:3 method="wB97M-V/def2-TZVPD" charge=-1 homo_energy_ev=-5.19 largest_force_ha_per_bohr=0.0181 gap_ev=7.528 total_energy_ha=-4673.38336
Tl 0.12428 0.57448 -0.93810 0.0 -0.1 0.0
C -0.47323 -4.26006 0.37047 -0.2 0.3 0.1
N -1.45233 -4.23964 -0.70910 0.1 0.3 0.0
C -2.67731 -3.51997 -0.40140 0.3 0.0 0.1
P -2.36440 -1.69755 0.03023 -0.9 0.0 -0.2
C -3.86008 -1.03288 -0.80352 0.1 0.1 0.0
C -3.94904 -1.21713 -2.18462 0.0 -0.1 0.1
C -5.02271 -0.71426 -2.89698 0.0 0.0 -0.1
C -6.01159 0.00496 -2.24220 0.0 0.1 0.0
C -5.89632 0.25253 -0.88502 0.0 0.0 0.0
C -4.82046 -0.25218 -0.16822 0.0 0.0 0.0
C -2.94894 -1.70299 1.77480 0.2 0.0 0.0
C -2.13526 -1.12403 2.74545 0.0 0.0 -0.1
C -2.53422 -1.10366 4.07665 0.0 0.0 0.1
C -3.75108 -1.65182 4.44964 0.0 0.1 -0.1
C -4.57676 -2.21636 3.48404 0.0 0.0 0.0
C -4.17765 -2.24383 2.15844 0.0 -0.1 0.1
C -1.49880 -5.31932 -1.59369 0.0 -0.2 -0.1
C -2.70538 -5.91530 -1.97810 -0.1 0.1 0.1
C -2.72222 -6.97073 -2.87786 0.1 0.0 0.0
C -1.54440 -7.46439 -3.41394 0.0 0.0 -0.1
C -0.34082 -6.88328 -3.03556 0.0 0.0 0.0
C -0.31263 -5.83084 -2.13979 0.0 0.0 0.0
P 0.57125 -2.69830 0.37995 0.6 -0.6 0.0
C 1.67023 -3.13662 -1.01947 -0.1 0.1 0.0
C 2.84162 -3.88099 -0.90515 0.0 0.0 -0.1
C 3.61136 -4.13834 -2.02949 0.0 -0.1 0.0
C 3.21325 -3.67129 -3.27450 0.0 0.0 0.0
C 2.03458 -2.95282 -3.39784 0.0 0.0 -0.1
C 1.27110 -2.68091 -2.27450 0.0 0.0 0.1
C 1.66808 -3.00844 1.81487 -0.1 0.2 0.1
C 1.31194 -3.78164 2.91834 0.0 0.0 -0.1
C 2.12082 -3.81262 4.04710 0.0 0.0 0.1
C 3.29276 -3.07415 4.09250 0.0 0.0 0.0
C 3.65167 -2.28735 3.00500 0.0 0.0 0.0
C 2.83812 -2.24467 1.88657 0.0 -0.1 0.0
H 0.17061 -5.13450 0.28349 0.0 0.0 0.0
H -1.01215 -4.31169 1.32763 0.0 -0.1 0.0
H -3.21871 -3.99784 0.42855 -0.1 0.0 0.0
H -3.31936 -3.52156 -1.27917 0.1 0.0 0.0
H -3.15774 -1.75195 -2.70181 0.0 0.0 -0.1
H -5.06879 -0.85385 -3.96913 0.0 0.0 0.0
H -6.84366 0.41152 -2.80155 0.0 0.0 0.0
H -6.63735 0.85858 -0.37834 0.0 0.0 0.0
H -4.72215 -0.02312 0.88469 -0.1 0.0 0.0
H -1.19788 -0.66554 2.44965 0.0 0.0 0.0
H -1.89476 -0.64847 4.82297 0.0 0.0 0.0
H -4.06522 -1.62725 5.48586 0.0 0.0 0.0
H -5.53783 -2.62804 3.76829 0.0 0.0 0.0
H -4.83833 -2.66669 1.41115 0.0 0.0 0.0
H -3.64283 -5.57225 -1.56224 0.0 0.0 0.0
H -3.67082 -7.41743 -3.14982 0.0 0.0 0.0
H -1.56276 -8.28460 -4.11989 0.0 0.0 0.0
H 0.59103 -7.24442 -3.45301 0.0 0.0 0.0
H 0.63575 -5.37799 -1.88254 0.0 0.0 0.0
H 3.16552 -4.24643 0.06209 0.0 0.0 0.0
H 4.53216 -4.70284 -1.93333 0.0 0.0 0.0
H 3.83153 -3.85704 -4.14426 0.0 0.0 0.0
H 1.71175 -2.57707 -4.36023 0.0 0.0 0.0
H 0.36619 -2.09455 -2.37495 0.0 0.0 -0.1
H 0.40011 -4.36357 2.90612 0.0 0.0 0.0
H 1.82839 -4.41658 4.89766 0.0 0.0 0.0
H 3.92762 -3.11269 4.96882 0.0 0.0 0.0
H 4.56440 -1.70320 3.02824 0.0 0.0 0.0
H 3.11026 -1.62364 1.04092 0.0 0.0 0.0
O 0.61834 0.61854 1.97089 -0.1 0.1 0.2
H 1.19957 1.40035 1.92150 0.1 -0.1 0.0
H 1.20567 -0.12511 1.78654 0.1 0.1 0.0
O 0.07279 0.07566 -3.82730 0.0 -0.2 0.0
H -0.76387 0.52183 -4.06632 0.1 0.2 0.0
H 0.77741 0.68972 -4.05310 -0.1 0.0 -0.1
O 0.67315 3.30031 -0.40305 0.1 0.0 0.1
H 1.39726 3.09468 0.21944 0.0 0.1 0.0
H -0.13214 3.29325 0.13233 0.0 0.0 -0.1
N -0.60842 7.96201 -4.18672 0.0 0.0 -0.1
C -1.10060 6.67872 -3.95484 -0.1 -0.1 0.0
C -0.23114 5.58720 -3.89408 0.0 0.0 0.0
C -0.72315 4.30563 -3.74207 0.0 0.0 0.0
C -2.09139 4.10184 -3.65991 -0.3 -0.3 0.0
C -2.96523 5.17573 -3.70036 0.0 -0.1 0.0
C -2.47439 6.46149 -3.84213 0.1 0.0 0.0
S -2.74465 2.45256 -3.48389 0.4 0.0 0.2
O -2.11934 1.64986 -4.52037 0.1 0.0 0.1
O -4.18239 2.56816 -3.55277 0.0 0.1 0.2
N -2.17988 1.91905 -2.09476 -0.1 -0.1 -0.4
C -2.64157 2.36953 -0.92236 -0.6 0.5 0.1
S -3.95820 3.55515 -0.71495 0.2 -0.3 0.2
C -3.72585 3.47200 1.00457 -0.1 0.1 -0.2
C -2.73897 2.59910 1.29502 0.0 0.0 0.0
N -2.12846 1.99183 0.22926 0.2 -0.1 -0.2
H 0.35802 8.10311 -3.94554 0.0 0.1 0.1
H -1.21327 8.70830 -3.88826 0.1 0.1 0.1
H 0.83784 5.75295 -3.95965 0.0 0.0 0.0
H -0.05104 3.46005 -3.67504 0.0 0.0 0.0
H -4.02485 4.97576 -3.61916 0.0 0.1 0.0
H -3.15478 7.30512 -3.86524 0.0 0.0 0.0
H -4.32968 4.06374 1.67193 0.0 0.0 0.1
H -2.39653 2.34576 2.28936 0.0 0.0 0.0
O 2.78156 2.52022 1.46081 0.0 0.0 -0.1
C 3.44198 1.72327 0.77500 0.0 0.0 0.2
N 4.80833 1.63181 0.85091 0.2 0.0 -0.1
C 5.32500 0.65840 -0.07969 -0.1 -0.1 -0.1
C 3.95004 0.16256 -0.68721 0.2 0.1 0.2
O 3.87385 -0.70399 -1.54230 0.0 0.0 0.0
N 2.93751 0.82650 -0.10794 -0.3 0.0 -0.1
C 6.18940 1.26032 -1.18196 0.0 0.1 0.0
C 6.72763 2.53751 -1.05960 0.0 -0.1 0.0
C 7.47818 3.09206 -2.08677 0.0 0.0 0.0
C 7.69758 2.37829 -3.25312 0.0 0.0 0.0
C 7.17631 1.09820 -3.37645 0.0 0.0 0.0
C 6.43579 0.53794 -2.34807 0.1 0.0 0.0
C 6.07197 -0.47256 0.62768 -0.1 0.0 0.1
C 5.97642 -1.79767 0.21239 0.0 0.0 0.0
C 6.65335 -2.79893 0.89552 0.0 0.0 0.0
C 7.43152 -2.49452 2.00129 0.0 -0.1 0.0
C 7.53675 -1.17614 2.41858 0.0 0.1 0.0
C 6.86797 -0.17452 1.73183 0.0 0.0 0.0
H 5.35192 2.25466 1.41661 -0.1 0.1 0.0
H 6.55863 3.11658 -0.16184 -0.1 0.0 0.0
H 7.88274 4.09038 -1.97392 0.0 0.0 0.0
H 8.25744 2.82044 -4.06768 0.0 0.0 0.0
H 7.33822 0.53359 -4.28622 0.0 0.0 0.0
H 6.01088 -0.44929 -2.46062 0.0 0.0 0.0
H 5.34847 -2.04990 -0.63148 0.0 0.0 0.0
H 6.55502 -3.82666 0.56790 0.0 0.0 0.0
H 7.94702 -3.27969 2.54026 0.0 0.0 0.0
H 8.13256 -0.92238 3.28683 0.0 0.0 0.0
H 6.97012 0.85074 2.06523 0.0 0.0 0.0